*w*
The following is a DFT calculation (ωB97M-V/def2-TZVPD) of a molecular structure, C19H20BN8OPdS4.

Element x y z (Å)
Pd (0.53, -0.07, 0.11)
C (1.10, -0.28, -3.60)
C (-0.28, -0.51, -3.06)
C (-1.39, -1.10, -3.70)
C (-2.41, -1.03, -2.78)
N (-1.93, -0.45, -1.67)
N (-0.62, -0.11, -1.84)
B (-2.54, -0.01, -0.31)
N (-1.93, 1.40, 0.06)
C (-2.56, 2.58, 0.09)
C (-1.64, 3.57, 0.39)
C (-0.42, 2.90, 0.54)
C (0.93, 3.44, 0.87)
N (-0.61, 1.60, 0.35)
N (-2.12, -1.04, 0.79)
C (-2.78, -2.10, 1.27)
C (-2.01, -2.68, 2.26)
C (-0.86, -1.88, 2.35)
C (0.31, -1.99, 3.26)
N (-0.95, -0.87, 1.47)
N (-4.06, 0.10, -0.29)
C (-4.77, 0.38, 0.84)
C (-6.10, 0.44, 0.50)
C (-6.11, 0.17, -0.90)
C (-7.30, 0.10, -1.81)
N (-4.89, -0.03, -1.36)
H (1.43, -1.13, -4.20)
H (1.81, -0.14, -2.79)
H (1.12, 0.60, -4.23)
H (-1.43, -1.51, -4.70)
H (-3.44, -1.33, -2.85)
H (-3.61, 2.64, -0.12)
H (-1.83, 4.63, 0.48)
H (0.89, 4.52, 1.00)
H (1.65, 3.21, 0.08)
H (1.31, 3.00, 1.80)
H (-3.75, -2.38, 0.87)
H (-2.25, -3.55, 2.85)
H (0.51, -3.04, 3.51)
H (0.13, -1.45, 4.19)
H (1.20, -1.57, 2.80)
H (-4.28, 0.52, 1.79)
H (-6.93, 0.65, 1.14)
H (-8.22, 0.34, -1.27)
H (-7.41, -0.89, -2.23)
H (-7.20, 0.80, -2.64)
O (6.52, -3.07, -1.01)
C (5.48, -2.52, -0.80)
S (5.32, -0.77, -0.57)
C (3.59, -0.78, -0.32)
C (2.94, -2.00, -0.39)
S (1.27, -2.18, -0.24)
S (3.93, -3.40, -0.67)
S (2.77, 0.64, -0.01)

Calculated values
- total charge = 0
- M (g/mol) = 621.92
- frontier orbital gap (alpha / beta) (eV) = 6.9 / 6.4
- multiplicity = 2
- ⟨S²⟩ = 0.7633



*x*
The following is a DFT calculation (ωB97M-V/def2-TZVPD) of a molecular structure, C19H20BN8OPdS4.

Element x y z (Å)
Pd (0.84, -0.72, 1.64)
C (-1.44, -3.77, 1.50)
C (-1.34, -2.87, 0.32)
C (-1.94, -3.03, -0.94)
C (-1.69, -1.85, -1.61)
N (-0.98, -1.05, -0.81)
N (-0.74, -1.68, 0.36)
B (-0.82, 0.47, -0.83)
N (0.68, 0.89, -0.83)
C (1.29, 1.62, -1.78)
C (2.42, 2.18, -1.23)
C (2.43, 1.75, 0.10)
C (3.34, 2.21, 1.18)
N (1.40, 0.94, 0.31)
N (-1.42, 0.93, 0.54)
C (-2.65, 1.38, 0.83)
C (-2.80, 1.38, 2.20)
C (-1.60, 0.87, 2.70)
C (-1.09, 0.57, 4.07)
N (-0.79, 0.63, 1.68)
N (-1.51, 1.15, -1.98)
C (-1.70, 2.49, -2.06)
C (-2.00, 2.80, -3.36)
C (-1.99, 1.57, -4.03)
C (-2.20, 1.33, -5.49)
N (-1.69, 0.59, -3.19)
H (-0.67, -4.54, 1.48)
H (-2.41, -4.26, 1.51)
H (-1.32, -3.18, 2.41)
H (-2.47, -3.89, -1.29)
H (-1.98, -1.51, -2.59)
H (0.90, 1.68, -2.78)
H (3.13, 2.83, -1.71)
H (4.32, 1.72, 1.13)
H (2.90, 2.00, 2.15)
H (3.50, 3.28, 1.09)
H (-3.34, 1.66, 0.06)
H (-3.66, 1.70, 2.76)
H (-1.86, 0.72, 4.82)
H (-0.24, 1.21, 4.29)
H (-0.75, -0.47, 4.11)
H (-1.60, 3.13, -1.20)
H (-2.19, 3.77, -3.77)
H (-3.02, 1.93, -5.87)
H (-2.41, 0.27, -5.67)
H (-1.30, 1.60, -6.03)
O (6.61, -3.73, 1.16)
C (5.56, -3.25, 1.48)
S (4.00, -4.08, 1.33)
C (3.01, -2.78, 1.97)
C (3.67, -1.62, 2.36)
S (2.84, -0.34, 3.09)
S (5.41, -1.61, 2.16)
S (1.36, -3.03, 2.25)

Calculated values
- total charge = 0
- M (g/mol) = 621.92
- frontier orbital gap (alpha / beta) (eV) = 6.6 / 5.9
- multiplicity = 2
- ⟨S²⟩ = 0.7614



Relative calculated energies, zero for the most stable structure, unit kcal/mol: *w* 0.0; *x* 41.9.



*w*
The following is a DFT calculation (ωB97M-V/def2-TZVPD) of 2 unconnected molecules or ions with the total composition CH5INP.

Element x y z (Å)
H (-0.06, 0.62, 2.13)
P (-0.23, -0.35, 1.11)
N (1.11, -0.16, 0.32)
C (1.37, -0.84, -0.91)
H (0.50, -0.58, -1.53)
H (2.36, -0.62, -1.22)
H (1.32, -2.00, -0.84)
I (5.10, -0.28, -0.20)
H (4.53, 0.88, 0.73)

Calculated values
- total charge = 0
- SMILES string = [H]/P=N/C.I
- M (g/mol) = 188.94
- frontier orbital gap (eV) = 8.7
- multiplicity = 1



*x*
The following is a DFT calculation (ωB97M-V/def2-TZVPD) of 2 unconnected molecules or ions with the total composition CH5INP.

Element x y z (Å)
C (0.05, -0.76, 1.08)
N (-0.14, -0.30, -0.27)
P (0.91, 0.25, -1.35)
I (-2.49, 1.31, -0.46)
H (-0.82, -0.84, 1.52)
H (0.34, -1.79, 1.10)
H (0.74, -0.24, 1.81)
H (-0.08, 0.71, -2.27)
H (1.50, 1.65, -1.16)

Calculated values
- total charge = 0
- M (g/mol) = 188.94
- frontier orbital gap (alpha / beta) (eV) = 6.5 / 7.9
- multiplicity = 1



Relative calculated energies, zero for the most stable structure, unit kcal/mol: *w* 0.0; *x* 28.7.



*w*
The following is a DFT calculation (ωB97M-V/def2-TZVPD) of a molecular structure, C6H7N3.

Element x y z (Å)
C (0.32, -0.62, 1.37)
C (0.53, 0.24, -0.94)
C (1.47, 0.21, 0.07)
C (-1.52, -0.60, -0.08)
C (2.62, 1.14, 0.01)
C (-2.92, -0.98, 0.03)
N (-0.88, -0.62, 1.23)
N (-0.76, -0.26, -1.05)
N (1.54, -0.49, 1.30)
H (0.82, 0.90, -1.89)
H (2.32, 2.19, -0.47)
H (3.23, 0.81, -0.90)
H (3.30, 1.13, 0.87)
H (-3.51, -1.41, -0.73)
H (-3.42, 0.01, 0.29)
H (-3.15, -1.64, 0.89)

Calculated values
- total charge = 0
- M (g/mol) = 121.14
- frontier orbital gap (eV) = 8.2
- multiplicity = 1



*x*
The following is a DFT calculation (ωB97M-V/def2-TZVPD) of a molecular structure, C6H7N3.

Element x y z (Å)
C (-0.61, 1.10, -1.61)
C (0.09, 2.29, -1.88)
C (0.04, 0.72, -0.42)
C (1.81, 0.71, 0.73)
C (-0.51, -1.38, 0.47)
C (-0.51, -2.42, 1.54)
N (1.06, 2.58, -1.05)
N (1.02, 1.59, -0.15)
N (0.23, -0.35, 0.49)
H (-1.45, 0.65, -2.19)
H (-0.01, 3.01, -2.81)
H (-1.11, -1.36, -0.46)
H (-1.52, -2.88, 1.71)
H (-0.20, -1.90, 2.57)
H (0.26, -3.19, 1.27)
H (1.42, 0.83, 1.79)

Calculated values
- total charge = 0
- M (g/mol) = 121.14
- frontier orbital gap (eV) = 7.9
- multiplicity = 1



Relative calculated energies, zero for the most stable structure, unit kcal/mol: *w* 0.0; *x* 57.5.



*w*
The following is a DFT calculation (ωB97M-V/def2-TZVPD) of 2 unconnected molecules or ions with the total composition C5H14N.

Element x y z (Å)
C (2.87, -1.16, 0.17)
C (1.75, -1.20, -0.54)
H (2.90, -1.54, 1.20)
H (3.80, -0.75, -0.25)
H (0.82, -1.61, -0.12)
H (1.71, -0.82, -1.57)
C (1.90, 3.59, 0.22)
C (1.90, 2.79, 2.55)
C (-0.17, 2.72, 1.23)
N (1.31, 2.62, 1.19)
H (2.99, 3.48, 0.17)
H (1.66, 4.62, 0.54)
H (1.48, 3.43, -0.79)
H (1.67, 3.80, 2.93)
H (1.49, 2.04, 3.25)
H (3.00, 2.67, 2.51)
H (-0.47, 3.73, 1.58)
H (-0.60, 2.56, 0.23)
H (-0.59, 1.97, 1.92)
H (1.55, 1.66, 0.86)

Calculated values
- total charge = +1
- M (g/mol) = 88.17
- frontier orbital gap (eV) = 10.6
- multiplicity = 1



*x*
The following is a DFT calculation (ωB97M-V/def2-TZVPD) of 2 unconnected molecules or ions with the total composition C5H14N.

Element x y z (Å)
C (-1.39, 0.97, -0.02)
C (0.08, 0.78, -0.49)
C (0.51, 2.03, -1.27)
C (1.01, 0.45, 0.65)
H (-1.84, 0.04, 0.35)
H (-1.41, 1.68, 0.82)
H (-2.05, 1.32, -0.81)
H (0.00, -0.01, -1.25)
H (1.59, 2.05, -1.44)
H (0.38, 2.93, -0.65)
H (0.01, 2.13, -2.22)
H (0.58, -0.21, 1.41)
H (1.91, -0.10, 0.32)
H (1.37, 1.36, 1.13)
C (0.34, -2.95, 0.75)
N (-0.62, -2.21, 0.37)
H (1.32, -2.49, 0.90)
H (0.21, -4.02, 0.86)
H (-1.57, -2.55, 0.35)
H (-0.44, -1.19, 0.25)

Calculated values
- total charge = +1
- M (g/mol) = 88.17
- frontier orbital gap (eV) = 9.3
- multiplicity = 1



*y*
The following is a DFT calculation (ωB97M-V/def2-TZVPD) of 2 unconnected molecules or ions with the total composition C5H14N.

Element x y z (Å)
C (-0.68, -2.00, -0.56)
C (-0.08, -0.79, 0.10)
C (0.83, 0.06, -0.81)
C (1.05, 1.46, -0.18)
C (-0.24, 2.31, -0.30)
N (0.57, -1.10, 1.39)
H (-1.18, -1.78, -1.51)
H (0.06, -2.75, -0.90)
H (-1.42, -2.45, 0.12)
H (-0.94, -0.16, 0.30)
H (0.31, 0.18, -1.76)
H (1.80, -0.45, -0.89)
H (1.85, 1.96, -0.72)
H (1.25, 1.27, 0.88)
H (0.08, 3.36, -0.32)
H (-0.90, 2.16, 0.55)
H (-0.88, 2.07, -1.16)
H (-1.76, -0.71, 2.14)
H (0.44, -2.09, 1.61)
H (-0.16, -0.57, 2.02)

Calculated values
- total charge = +1
- M (g/mol) = 88.17
- frontier orbital gap (eV) = 5.2
- multiplicity = 1



Relative calculated energies, zero for the most stable structure, unit kcal/mol: *w* 0.0; *x* 4.2; *y* 147.0.



*w*
The following is a DFT calculation (ωB97M-V/def2-TZVPD) of a single CH2O2S molecule.

Element x y z (Å)
O (-2.69, -0.37, -0.72)
C (-1.57, -0.17, -0.30)
S (-0.82, 1.43, 0.32)
O (0.69, 1.02, -0.17)
H (-0.94, -0.95, -0.04)
H (1.17, 0.87, 0.64)

Calculated values
- total charge = 0
- SMILES string = O=CSO
- M (g/mol) = 78.09
- frontier orbital gap (eV) = 9.7
- multiplicity = 1



*x*
The following is a DFT calculation (ωB97M-V/def2-TZVPD) of a single CH2O2S molecule.

Element x y z (Å)
C (-0.92, -0.11, -0.28)
O (-2.03, -0.36, 0.05)
O (1.87, 0.40, -0.44)
S (1.01, -0.46, 0.35)
H (-0.49, 0.30, -1.22)
H (0.56, 0.23, 1.54)

Calculated values
- total charge = 0
- M (g/mol) = 78.09
- frontier orbital gap (eV) = 9.5
- multiplicity = 1



Relative calculated energies, zero for the most stable structure, unit kcal/mol: *w* 0.0; *x* 28.3.



*w*
The following is a DFT calculation (ωB97M-V/def2-TZVPD) of 2 unconnected molecules or ions with the total composition C4H15N3O.

Element x y z (Å)
C (0.80, -1.98, 1.28)
C (0.25, -0.89, 0.41)
C (-1.18, -1.17, -0.11)
N (-2.30, -0.57, 0.62)
N (0.91, -0.24, -0.89)
C (2.07, 0.58, -0.57)
N (1.61, 1.96, -0.05)
H (0.49, -1.94, 2.33)
H (0.48, -3.00, 0.89)
H (1.88, -2.02, 1.37)
H (0.24, 0.00, 1.06)
H (-1.25, -2.30, -0.06)
H (-1.31, -0.93, -1.16)
H (-2.44, -0.94, 1.55)
H (-2.21, 0.42, 0.55)
H (1.17, -1.11, -1.36)
H (2.58, 0.87, -1.51)
H (2.71, 0.11, 0.18)
H (0.86, 2.17, -0.73)
H (1.05, 1.79, 0.78)
O (-1.67, 1.96, -0.73)
H (-2.50, 2.46, -0.73)
H (-1.82, 1.08, -1.09)

Calculated values
- total charge = 0
- SMILES string = C[C@H](CN)NCN.O
- M (g/mol) = 121.18
- frontier orbital gap (eV) = 9.9
- multiplicity = 1



*x*
The following is a DFT calculation (ωB97M-V/def2-TZVPD) of a molecular structure, C4H15N3O.

Element x y z (Å)
C (0.31, -0.22, 1.38)
C (-0.21, -0.32, 2.81)
N (1.14, -1.36, 0.96)
N (-0.78, -0.06, 0.41)
H (0.95, 0.66, 1.29)
H (0.60, -2.22, 1.00)
H (1.94, -1.47, 1.58)
H (-1.64, -0.49, 0.72)
H (-0.47, -0.35, -0.95)
H (0.62, -0.41, 3.52)
H (-0.85, -1.21, 2.93)
H (-0.79, 0.56, 3.08)
C (0.17, -0.64, -2.14)
C (-0.82, 1.73, -2.03)
N (-0.67, 2.24, -0.85)
O (1.53, -0.50, -1.79)
H (1.61, -0.79, -0.86)
H (0.25, 2.67, -0.73)
H (-0.91, 1.01, 0.14)
H (-0.13, -1.71, -2.10)
H (0.08, -0.40, -3.20)
H (-1.81, 1.37, -2.30)
H (-0.13, 1.90, -2.86)

Calculated values
- total charge = 0
- M (g/mol) = 121.18
- frontier orbital gap (eV) = 8.0
- multiplicity = 1



Relative calculated energies, zero for the most stable structure, unit kcal/mol: *w* 0.0; *x* 45.1.